Record 1
This record from OMol25 describes C21H15AuCl2O3PTm as an isolated structure. The level of theory is ωB97M-V/def2-TZVPD.

The geometry in XYZ format:
```
44
Properties=species:S:1:pos:R:3:forces:R:3
Au 5.9730 1.9785 -4.5174 -0.931 -0.761 0.929
Tm 0.7442 1.3231 -1.4058 0.386 -0.145 -0.152
Cl 4.5788 0.8725 -3.1300 1.071 0.116 -0.605
Cl 2.0860 2.5507 -2.9227 -0.940 -0.030 0.450
C -0.7411 2.9724 -0.4232 -2.504 4.737 3.825
C 7.8178 2.0076 -5.3629 7.685 -4.214 -0.554
C 6.5100 3.4414 -5.7778 -2.880 8.411 -4.560
O -1.2166 3.7791 0.2614 2.127 -3.840 -3.576
O 8.8990 1.7876 -5.7073 -4.558 1.492 1.055
O 6.5776 4.3898 -6.4648 0.448 -5.312 3.481
C -1.3294 -4.6931 2.2423 -0.397 -1.218 -0.409
C -1.1185 -4.6123 0.8671 0.562 0.900 -1.814
C -0.6257 -3.4260 0.3249 -0.632 -1.550 0.181
C -0.3804 -2.3293 1.1912 -0.088 1.111 0.575
C -0.5853 -2.4207 2.5805 -0.158 -0.604 0.450
C -1.0845 -3.6184 3.1038 0.872 2.374 0.545
P 0.0193 -0.7079 0.4235 -0.522 0.165 0.443
C -1.4658 -0.3741 -0.6291 0.881 -1.021 -0.925
C -1.2651 -0.1604 -2.0466 -0.485 0.023 0.669
C -2.3904 0.1817 -2.8258 0.832 -0.136 -0.351
C -3.6598 0.2024 -2.2496 -0.162 0.205 0.137
C -3.8417 -0.1507 -0.9099 -0.324 0.112 -0.455
C -2.7526 -0.4684 -0.1115 0.240 0.170 0.045
C -0.0717 0.6113 1.7047 0.496 -0.223 -0.457
C -1.2516 1.2687 2.0745 -0.098 0.096 0.418
C -1.2502 2.0875 3.2004 -0.422 0.275 0.008
C -0.0792 2.2971 3.9299 0.345 -0.116 0.252
C 1.1206 1.6902 3.5317 0.294 0.222 0.169
C 1.1281 0.8623 2.4192 -0.178 -0.183 -0.339
H -1.7073 -5.6157 2.6507 -0.054 -0.253 0.154
H -1.3309 -5.4465 0.1899 0.041 0.214 0.477
H -0.4760 -3.3045 -0.7452 0.026 -0.228 0.135
H -0.4008 -1.5588 3.2266 -0.053 -0.349 -0.172
H -1.2732 -3.6874 4.1734 -0.057 -0.139 -0.208
H -0.3157 -0.5295 -2.5533 -0.851 0.394 0.349
H -2.2489 0.3989 -3.8904 -0.220 -0.205 0.362
H -4.5248 0.4705 -2.8577 0.247 -0.082 0.127
H -4.8446 -0.1665 -0.4878 0.145 -0.104 -0.124
H -2.8952 -0.8084 0.9115 -0.071 0.225 -0.104
H -2.1582 1.1559 1.4897 0.077 0.004 0.290
H -2.1784 2.5812 3.5219 0.462 -0.244 -0.222
H -0.0831 2.9281 4.8280 -0.081 -0.245 -0.457
H 2.0532 1.8690 4.0905 -0.588 -0.094 -0.313
H 2.0392 0.3711 2.0812 0.019 0.050 0.274
```
Forces are in eV/Å.

The molar mass comes out at 783.13 Da. The HOMO-LUMO gap (spin up / spin down) comes out at 7.65 / 5.13 eV. The value obtained for the LUMO energy (spin up / spin down) is -12.61 / -15.25 eV. For the energy above the lowest of the compared OMol25 structures with the same formula, charge and spin, the calculation gives 28.4 kcal per mole. As for the multiplicity: 5. As for the total charge: +4.

How positive or negative is each atom? The natural (NBO) charges in e answer that:
1 Au 0.9671
2 Tm 1.8899
3 Cl -0.4455
4 Cl -0.4549
5 C 0.4403
6 C 0.4541
7 C 0.4354
8 O -0.2683
9 O -0.1980
10 O -0.2116
11 C 0.0620
12 C -0.1864
13 C -0.1583
14 C -0.0113
15 C -0.2723
16 C -0.0600
17 P 0.7456
18 C -0.3486
19 C -0.4413
20 C -0.1461
21 C -0.0876
22 C -0.1243
23 C -0.2102
24 C -0.4447
25 C -0.2449
26 C -0.1276
27 C -0.1212
28 C -0.1828
29 C -0.2047
30 H 0.2745
31 H 0.2878
32 H 0.2493
33 H 0.2654
34 H 0.2830
35 H 0.2454
36 H 0.2737
37 H 0.2732
38 H 0.2761
39 H 0.2507
40 H 0.2315
41 H 0.2606
42 H 0.2756
43 H 0.2747
44 H 0.2349

Record 2
This record from OMol25 describes C30H47BF3IrN8S3 as an isolated structure. The level of theory is ωB97M-V/def2-TZVPD.

The geometry in XYZ format:
```
93
Properties=species:S:1:pos:R:3:forces:R:3
Ir -0.0380 3.5087 0.1245 -0.600 -0.660 0.593
C 0.5185 1.5024 5.0629 0.010 -0.013 -0.010
C 0.4100 0.6422 3.8424 -0.004 -0.050 0.046
C 0.5469 -0.7181 3.8679 -0.049 0.025 -0.030
C 0.3219 -1.4997 2.7060 0.098 -0.015 0.055
N 0.1898 -0.9233 1.5318 -0.014 -0.039 0.028
N 0.1326 0.4180 1.4914 0.027 -0.053 -0.060
B -0.2336 1.0294 0.1178 -0.128 0.290 -0.061
N 0.7443 0.6867 -1.0395 -0.012 -0.072 0.185
N 1.5464 -0.3716 -0.9187 -0.004 0.092 -0.008
C 2.2453 -0.7307 -1.9805 0.138 0.006 -0.098
C 2.1302 -0.0290 -3.2069 -0.011 -0.011 0.042
C 1.3178 1.0666 -3.3296 -0.005 -0.033 -0.008
C 1.1692 1.8614 -4.5885 -0.007 -0.001 0.010
C 0.6434 1.4240 -2.1467 -0.037 0.030 -0.156
S -0.3412 2.8480 -2.0377 0.144 0.116 -0.028
C 3.2006 -1.9020 -1.8829 -0.017 0.001 0.016
C 3.1174 -2.5615 -0.5138 -0.046 0.001 -0.106
C 4.6253 -1.3815 -2.1361 0.005 0.010 -0.015
C 2.8157 -2.9314 -2.9619 0.010 -0.002 0.026
N -1.6928 0.8038 -0.2596 0.055 -0.049 -0.024
N -1.8258 -0.4796 -0.6746 -0.092 0.003 -0.046
C -3.0223 -0.9079 -0.9730 0.057 0.024 -0.013
C -4.1493 -0.0479 -0.8317 -0.044 0.015 -0.007
C -4.0170 1.2492 -0.4404 -0.001 -0.037 0.019
C -5.1662 2.1983 -0.3270 -0.001 -0.014 0.012
C -2.6867 1.6879 -0.1700 0.020 0.035 0.061
S -2.4302 3.3489 0.2087 -0.028 0.070 -0.050
C -3.1780 -2.3276 -1.4788 0.005 0.015 0.012
C -4.0450 -3.1000 -0.4709 -0.003 -0.013 -0.010
C -3.8796 -2.2883 -2.8458 -0.004 0.013 0.001
C -1.8179 -3.0066 -1.6303 0.024 -0.002 0.001
C 0.1146 1.1919 2.5770 -0.154 -0.010 -0.056
S -0.4811 2.8040 2.4085 0.639 -0.162 0.024
C 0.1515 -3.0131 2.7692 -0.026 0.017 0.018
C 0.4124 -3.5591 4.1743 0.041 -0.012 -0.026
C -1.3106 -3.2954 2.3855 -0.017 0.001 0.025
C 1.0824 -3.6987 1.7689 -0.123 -0.013 0.070
H 0.6455 0.8884 5.9511 0.015 0.004 0.000
H 1.3742 2.1765 4.9874 -0.012 0.014 -0.010
H -0.3740 2.1143 5.2005 -0.024 -0.011 -0.008
H 0.7907 -1.2120 4.7975 -0.042 -0.003 0.028
H 2.7265 -0.3520 -4.0499 -0.035 -0.027 -0.028
H 1.7867 1.4429 -5.3794 0.001 0.010 -0.004
H 0.1316 1.8599 -4.9288 -0.004 -0.013 0.011
H 1.4595 2.9027 -4.4361 0.014 -0.003 -0.002
H 3.3738 -1.8733 0.2929 -0.004 0.018 0.005
H 2.1128 -2.9397 -0.3363 0.270 0.107 -0.152
H 3.8091 -3.4023 -0.4779 0.025 0.004 -0.004
H 4.9141 -0.6328 -1.3956 0.004 -0.004 0.009
H 5.3239 -2.2138 -2.0570 0.001 0.000 -0.002
H 4.7468 -0.9527 -3.1322 -0.008 0.007 -0.001
H 1.7887 -3.2778 -2.8323 0.002 -0.003 0.006
H 2.9296 -2.5480 -3.9763 0.002 0.015 -0.002
H 3.4738 -3.7949 -2.8711 0.002 -0.002 -0.006
H -5.1330 -0.4309 -1.0700 -0.004 -0.006 0.013
H -6.1048 1.6905 -0.5345 0.003 0.003 -0.013
H -5.2242 2.6292 0.6745 0.014 -0.001 0.002
H -5.0523 3.0222 -1.0347 -0.014 0.007 0.000
H -5.0383 -2.6622 -0.3611 0.001 -0.001 -0.005
H -4.1782 -4.1227 -0.8228 -0.002 0.000 -0.001
H -3.5750 -3.1388 0.5127 -0.021 -0.004 -0.006
H -4.8834 -1.8659 -2.7910 -0.003 0.005 0.008
H -3.3020 -1.7159 -3.5742 0.001 -0.001 -0.002
H -3.9807 -3.3056 -3.2229 0.003 -0.002 -0.001
H -1.2721 -3.0473 -0.6869 -0.017 -0.002 -0.035
H -1.9704 -4.0259 -1.9834 0.005 -0.003 -0.001
H -1.1936 -2.4851 -2.3594 -0.011 -0.003 -0.010
H -0.2565 -3.1307 4.9232 -0.010 -0.005 -0.012
H 0.2310 -4.6331 4.1654 0.003 0.000 0.009
H 1.4469 -3.4124 4.4919 0.001 0.025 -0.002
H -2.0047 -2.8584 3.1071 0.000 0.002 -0.002
H -1.5351 -2.8966 1.3958 0.027 0.001 0.042
H -1.4775 -4.3725 2.3708 -0.012 -0.005 0.001
H 2.1309 -3.4745 1.9721 -0.029 0.005 0.004
H 0.9502 -4.7782 1.8365 -0.008 -0.011 0.005
H 0.8439 -3.3881 0.7538 -0.143 -0.064 0.161
N 2.1067 3.1139 0.0257 0.104 0.150 0.046
C 2.9084 4.2662 0.5409 -0.059 0.059 -0.047
C 2.2326 4.7017 1.8135 -0.002 -0.112 0.020
N 0.8403 5.0519 1.4422 -0.220 0.173 -0.032
H 2.3275 2.2904 0.5844 0.032 -0.014 -0.028
H 2.4000 2.9036 -0.9254 -0.010 -0.016 0.000
H 2.8610 5.0560 -0.2098 0.054 -0.005 -0.003
H 3.9511 3.9875 0.6845 -0.016 -0.037 0.066
H 2.7312 5.5443 2.2910 0.000 0.045 -0.064
H 2.1862 3.8804 2.5308 0.034 0.037 0.018
H 0.8474 5.9465 0.9544 0.051 0.011 0.047
H 0.2791 5.1950 2.2805 0.003 -0.001 0.009
F 0.3722 6.0464 -1.0916 -0.013 0.037 -0.009
C -0.7294 5.3647 -0.7128 0.224 0.216 -0.421
F -1.3390 6.0753 0.2380 0.001 -0.064 -0.010
F -1.5301 5.2952 -1.7576 -0.019 -0.036 -0.022
```
Forces are in eV/Å.

The molar mass comes out at 875.99 Da. The HOMO-LUMO gap (spin up / spin down) comes out at 6.97 / 5.18 eV. The value obtained for the LUMO energy (spin up / spin down) is -9.86 / -11.64 eV. For the energy above the lowest of the compared OMol25 structures with the same formula, charge and spin, the calculation gives 29.6 kcal per mole. As for the multiplicity: 2. As for the total charge: +3.

How positive or negative is each atom? The Löwdin charges in e answer that:
1 Ir 0.9354
2 C -0.0204
3 C -0.2168
4 C 0.1199
5 C -0.1491
6 N 0.2086
7 N 0.0087
8 B -0.5434
9 N -0.0067
10 N 0.2223
11 C -0.1502
12 C 0.1178
13 C -0.2067
14 C -0.0127
15 C -0.5070
16 S 0.9428
17 C -0.5425
18 C -0.0542
19 C -0.0170
20 C -0.0121
21 N -0.0137
22 N 0.2015
23 C -0.1661
24 C 0.1108
25 C -0.2143
26 C -0.0303
27 C -0.5301
28 S 0.8024
29 C -0.5410
30 C -0.0101
31 C -0.0205
32 C -0.0437
33 C -0.5270
34 S 0.8268
35 C -0.5288
36 C -0.0416
37 C -0.0263
38 C -0.0347
39 H 0.1028
40 H 0.0994
41 H 0.0909
42 H 0.1338
43 H 0.1434
44 H 0.1051
45 H 0.1075
46 H 0.0989
47 H 0.0910
48 H 0.0461
49 H 0.1106
50 H 0.0939
51 H 0.1065
52 H 0.0888
53 H 0.0939
54 H 0.0886
55 H 0.1072
56 H 0.1421
57 H 0.1030
58 H 0.0995
59 H 0.1010
60 H 0.0921
61 H 0.1066
62 H 0.0756
63 H 0.0882
64 H 0.0958
65 H 0.1041
66 H 0.0574
67 H 0.1036
68 H 0.0806
69 H 0.0953
70 H 0.1044
71 H 0.1011
72 H 0.1020
73 H 0.0426
74 H 0.1084
75 H 0.0957
76 H 0.1088
77 H 0.0495
78 N -0.0624
79 C -0.1622
80 C -0.1855
81 N -0.1134
82 H 0.1106
83 H 0.1053
84 H 0.1349
85 H 0.1448
86 H 0.1509
87 H 0.1074
88 H 0.1059
89 H 0.0890
90 F 0.0893
91 C -0.7792
92 F 0.0996
93 F 0.0692

Record 3
This record from OMol25 describes one molecule with the formula C3H4N2O. The level of theory is ωB97M-V/def2-TZVPD.

The geometry in XYZ format:
```
10
Properties=species:S:1:pos:R:3:forces:R:3
N 1.6181 -0.0734 -0.1837 -0.040 0.146 -0.013
C 0.4853 0.3868 -0.6312 0.443 0.097 0.143
C -0.3679 1.1469 0.2627 -0.013 -0.090 -0.028
N -1.3408 0.4062 0.6576 0.274 0.072 -0.183
C -1.3776 -0.8289 -0.0456 -0.123 -0.401 0.108
O -1.0517 -1.9044 0.3957 -0.356 0.386 0.016
H 2.0385 -0.8694 -0.6477 0.182 0.359 -0.185
H 2.0890 0.2311 0.6690 -0.320 -0.239 0.026
H -0.2759 2.1914 0.5756 0.010 -0.206 -0.067
H -1.8171 -0.6864 -1.0523 -0.057 -0.123 0.182
```
Forces are in eV/Å.

The molar mass comes out at 84.08 Da. The HOMO-LUMO gap comes out at 9.39 eV. The value obtained for the LUMO energy is 0.46 eV. For the energy above the lowest of the compared OMol25 structures with the same formula, charge and spin, the calculation gives 78.0 kcal per mole.

How positive or negative is each atom? The natural (NBO) charges in e answer that:
1 N -0.6971
2 C 0.0984
3 C 0.0082
4 N -0.4297
5 C 0.4804
6 O -0.5708
7 H 0.4018
8 H 0.3742
9 H 0.1988
10 H 0.1357

Record 4
This record from OMol25 describes C6H10N as an isolated structure. The level of theory is ωB97M-V/def2-TZVPD.

The geometry in XYZ format:
```
17
Properties=species:S:1:pos:R:3:forces:R:3
C 0.0259 1.9827 0.0144 -2.397 0.420 -1.114
C -0.5678 0.5036 -0.1244 1.747 2.381 -0.758
C 1.1024 1.1538 0.6800 0.757 0.533 1.730
C 0.5946 -0.2257 -0.0653 0.440 -1.665 -1.177
C -1.8747 -0.0212 0.3234 1.116 -0.199 -0.583
C 0.6676 -1.6654 0.2241 -1.044 -0.228 -0.797
N 1.8503 0.4913 -0.4665 0.089 1.318 -0.822
H 0.2735 2.5687 -0.9231 -0.002 -1.048 0.844
H -0.7252 2.6930 0.5689 1.814 -1.685 -0.402
H -1.9800 -1.0829 0.3055 0.183 -0.753 -0.710
H -2.6395 0.4191 -0.2494 -1.066 0.706 -0.521
H -2.0057 0.1396 1.3402 -0.429 1.066 2.100
H 0.8961 -2.2167 -0.6843 0.496 -0.047 -0.077
H -0.3718 -1.9617 0.4150 0.680 -0.263 0.591
H 1.3492 -1.8846 1.0173 0.268 -0.330 0.543
H 1.9639 1.0732 -1.3294 -0.851 -0.800 0.394
H 2.7734 -0.0224 -0.3447 -1.802 0.594 0.761
```
Forces are in eV/Å.

The molar mass comes out at 96.15 Da. The HOMO-LUMO gap comes out at 9.37 eV. The value obtained for the LUMO energy is -4.23 eV. For the energy above the lowest of the compared OMol25 structures with the same formula, charge and spin, the calculation gives 86.6 kcal per mole. As for the total charge: +1.

How positive or negative is each atom? The natural (NBO) charges in e answer that:
1 C -0.5069
2 C 0.2496
3 C 0.0466
4 C 0.0976
5 C -0.6749
6 C -0.6481
7 N -0.5745
8 H 0.2575
9 H 0.2964
10 H 0.2473
11 H 0.2675
12 H 0.2704
13 H 0.2546
14 H 0.2493
15 H 0.2611
16 H 0.4370
17 H 0.4696

Record 5
This record from OMol25 describes a 3-piece molecular cluster, C4H12O3 overall. The level of theory is ωB97M-V/def2-TZVPD.

The geometry in XYZ format:
```
19
Properties=species:S:1:pos:R:3:forces:R:3
C 0.9619 -0.4735 -2.2471 1.970 2.424 1.299
C -0.0501 0.0233 -1.2656 -0.477 0.852 0.895
C 0.1992 -0.5339 0.1529 -0.793 -3.385 -1.523
C -0.9399 -0.2962 1.0922 -0.892 1.016 1.368
O -1.9964 0.2537 0.8041 1.632 -1.159 0.425
H 1.2907 0.4288 -2.7700 0.061 -0.726 -0.867
H 0.8106 -1.3166 -2.7917 -1.734 -1.987 -2.362
H 1.8499 -0.8731 -1.7842 0.755 0.516 0.992
H -1.0928 -0.0679 -1.7143 1.189 0.210 1.199
H 0.2184 1.0905 -1.0511 -0.894 -0.465 -0.863
H 1.0389 -0.0179 0.6172 0.391 -0.409 -0.079
H 0.4456 -1.7528 0.0107 -0.577 3.124 0.999
H -0.6655 -0.4950 2.2132 -0.625 0.014 -1.450
O -3.1000 3.0294 -1.6922 -2.569 -0.470 0.115
H -2.2795 3.3363 -1.3395 0.346 0.311 0.937
H -3.8638 3.0495 -1.0320 2.233 0.130 -1.070
O 2.4097 -1.4352 4.1367 -2.735 -0.148 -0.351
H 3.1593 -1.9231 4.4173 0.933 -0.884 0.454
H 1.6038 -2.0265 4.2435 1.786 1.034 -0.119
```
Forces are in eV/Å.

The molar mass comes out at 108.14 Da. As for the SMILES: CCCC=O.O.O. The HOMO-LUMO gap comes out at 10.42 eV. The value obtained for the LUMO energy is 0.64 eV. For the energy above the lowest of the compared OMol25 structures with the same formula, charge and spin, the calculation gives 43.8 kcal per mole.

How positive or negative is each atom? The natural (NBO) charges in e answer that:
1 C -0.6221
2 C -0.4088
3 C -0.4967
4 C 0.4375
5 O -0.5262
6 H 0.2160
7 H 0.2131
8 H 0.1986
9 H 0.2385
10 H 0.1957
11 H 0.2357
12 H 0.2201
13 H 0.0980
14 O -0.9591
15 H 0.4753
16 H 0.4843
17 O -0.9436
18 H 0.4703
19 H 0.4737

Record 6
This record from OMol25 describes one molecule with the formula C3H4N2O2. The level of theory is ωB97M-V/def2-TZVPD.

The geometry in XYZ format:
```
11
Properties=species:S:1:pos:R:3:forces:R:3
N 1.5098 -0.9202 0.1169 1.730 -0.819 -2.064
C 0.6492 0.1282 -0.2585 -4.103 0.192 0.080
C -0.7423 0.0735 -0.2455 -1.968 -1.016 0.600
N -1.9947 0.0084 -0.2051 1.672 -0.212 0.218
C -3.5024 -0.1762 0.0662 2.696 -0.924 -2.070
O -4.0294 -1.2584 -0.0167 1.094 2.320 0.868
O -4.1051 1.0046 0.0622 -3.408 -4.181 0.084
H 1.3070 -1.5290 0.8641 -0.880 -0.034 1.167
H 1.9329 -1.5655 -0.6064 -0.892 1.620 0.612
H 0.9064 1.1597 -0.4887 0.961 -0.313 0.157
H -3.6156 1.7493 0.1282 3.097 3.366 0.348
```
Forces are in eV/Å.

The molar mass comes out at 100.08 Da. As for the SMILES: NC=C=NC(=O)O. The HOMO-LUMO gap comes out at 8.53 eV. The value obtained for the LUMO energy is 0.42 eV. For the energy above the lowest of the compared OMol25 structures with the same formula, charge and spin, the calculation gives 100.0 kcal per mole.

How positive or negative is each atom? The natural (NBO) charges in e answer that:
1 N -0.8405
2 C -0.2722
3 C 0.4709
4 N -0.5845
5 C 0.9378
6 O -0.5249
7 O -0.6496
8 H 0.3759
9 H 0.3709
10 H 0.2150
11 H 0.5012